# 1
ORCA calculation (ωB97M-V/def2-TZVPD) on a cluster of 2 separate species, C2H9N2S2 in total at a distorted geometry.

```
15
Properties=species:S:1:pos:R:3:forces:R:3:mulliken_charge:R:1
C 0.989217 2.040052 -0.477652 -0.22 -0.32 0.19 -0.661
S 1.003411 0.382406 -1.249872 0.32 0.05 0.07 -0.073
S 1.403678 -0.907381 0.334680 -0.13 0.32 -0.09 -0.258
H 1.427580 1.981451 0.515289 -0.02 -0.01 0.00 0.277
H -0.039550 2.392398 -0.412339 0.14 0.19 0.01 0.271
H 1.601097 2.701985 -1.078868 -0.05 0.07 -0.17 0.324
H 2.568715 -0.351243 0.702125 0.09 -0.14 -0.02 0.223
N -1.517644 -0.092807 1.841045 0.48 -0.26 0.37 -0.165
C -2.346608 -0.447926 0.898597 -0.55 0.93 -0.09 0.277
N -2.038169 -0.417265 -0.370697 -0.16 -0.21 0.15 -0.168
H -0.511028 -0.123931 1.669122 -0.03 0.19 -0.12 0.063
H -1.798179 -0.047196 2.808336 -0.22 -0.07 -0.07 0.273
H -3.392502 -0.610998 1.150517 0.22 -0.43 0.14 0.333
H -2.685468 -0.851177 -1.012474 0.12 0.32 -0.22 0.227
H -1.178660 0.042681 -0.707369 0.00 -0.64 -0.15 0.056
```
Positions in Å, forces in eV/Å.

Calculated values
**Relative energy (zero: lowest compared OMol25 entry of this formula, charge and spin)**: 2.1 kcal/mol
**LUMO level**: -3.52 eV
**Highest occupied orbital energy**: -12.8688 eV
**HOMO-LUMO gap**: 9.35 eV
**Total charge**: +1
**E_tot**: -26864.65858 eV

=====

# 2
ORCA calculation (ωB97M-V/def2-TZVPD) on a cluster of 2 separate species, C2H9N3 in total at a distorted geometry.

```
14
Properties=species:S:1:pos:R:3:forces:R:3:mulliken_spin:R:1
C 1.252233 -0.516305 1.334495 -2.68 -1.45 0.48 -0.009
C -0.175339 0.151403 1.444110 -1.06 -3.09 0.88 0.072
N 0.361519 0.926862 -0.570239 1.78 0.49 -0.40 0.990
N -1.211114 0.010064 -2.198660 2.92 -1.52 -3.35 0.028
N -0.595118 0.787016 0.186552 -0.10 -1.67 4.09 0.863
H 1.387054 -1.197828 2.208795 -0.06 0.39 -0.81 0.001
H 1.372743 -1.014699 0.363841 -0.27 -0.24 0.52 0.001
H 1.962280 0.213318 1.353421 2.10 2.08 0.23 0.000
H -0.891455 -0.730213 1.647360 0.75 1.33 -0.33 0.021
H -0.267740 0.755250 2.342052 0.15 0.57 -0.12 0.021
H 0.081756 1.510583 -1.277370 0.24 2.14 -3.06 0.007
H -0.177106 -0.366802 -2.461457 -3.03 1.10 1.70 0.001
H -1.492893 -0.285563 -1.210971 -0.01 -0.12 -2.56 0.009
H -1.606820 -0.243084 -3.161929 -0.74 0.00 2.73 -0.004
```
Positions in Å, forces in eV/Å.

Calculated values
**Relative energy (zero: lowest compared OMol25 entry of this formula, charge and spin)**: 40.5 kcal/mol
**LUMO level (alpha / beta)**: 1.17 / -1.28 eV
**Multiplicity**: 3
**Highest occupied orbital energy (alpha / beta)**: -6.6535 / -9.4387 eV
**⟨S²⟩**: 2.007
**HOMO-LUMO gap (alpha / beta)**: 7.83 / 8.16 eV
**E_tot**: -6684.74870 eV

=====

# 3
ORCA calculation (ωB97M-V/def2-TZVPD) on the ion C2H9N3 with charge +2 at a distorted geometry.

```
14
Properties=species:S:1:pos:R:3:forces:R:3:mulliken_charge:R:1
C -0.157780 1.143808 0.366727 -0.47 -0.87 0.04 -0.382
C -1.443333 -0.761786 0.077302 0.51 0.07 0.15 -0.128
N -1.225391 0.454714 -0.317929 -1.08 -1.29 -0.12 -0.053
N 1.109843 0.496977 -0.291307 -0.64 -3.39 1.96 -0.033
N 1.027554 -0.913320 0.066670 -0.76 0.23 -0.52 -0.494
H -0.002698 2.149648 0.120015 -0.68 1.73 -0.12 0.379
H -0.288891 0.958349 1.525749 1.01 0.23 -2.38 0.373
H -1.175580 -1.196670 0.998194 0.47 0.65 1.54 0.334
H -1.902441 -1.549880 -0.448350 -1.19 -0.15 -1.64 0.332
H -1.640045 0.647396 -1.251444 0.67 0.77 0.65 0.344
H 1.254642 0.423188 -1.344752 -0.44 1.32 1.35 0.409
H 1.896191 0.853226 0.209629 1.33 0.98 -0.11 0.346
H 1.233845 -1.265766 1.011776 0.59 0.83 -0.58 0.311
H 1.314086 -1.439885 -0.722282 0.68 -1.08 -0.24 0.262
```
Positions in Å, forces in eV/Å.

Calculated values
**Relative energy (zero: lowest compared OMol25 entry of this formula, charge and spin)**: 82.5 kcal/mol
**LUMO level**: -9.85 eV
**Highest occupied orbital energy**: -20.9889 eV
**HOMO-LUMO gap**: 11.14 eV
**Total charge**: +2
**E_tot**: -6668.85836 eV

=====

# 4
ORCA calculation (ωB97M-V/def2-TZVPD) on a cluster of 2 separate species, C2H9N3O in total at a distorted geometry.

```
15
Properties=species:S:1:pos:R:3:forces:R:3:mulliken_spin:R:1
C 0.494009 -2.181404 1.642352 1.72 -1.90 2.77 0.229
N 0.241554 -0.771654 1.582642 1.25 0.44 -1.54 -0.683
C 1.171266 -0.031740 0.807515 0.14 0.51 -0.22 3.094
N 1.024727 1.346118 1.095186 1.09 0.81 -2.77 1.025
N 1.955664 -0.549103 -0.117491 -2.29 0.28 1.90 -0.544
H -0.071481 -2.793778 2.439698 0.28 1.56 -0.99 -0.118
H 1.605766 -2.363850 1.977579 -1.73 0.09 -0.97 -0.038
H 0.300428 -2.718899 0.722040 0.16 0.38 -0.37 0.087
H 0.047331 -0.211530 2.396263 -0.36 -0.51 0.56 -0.464
H 1.014167 1.805136 1.984056 -0.26 -0.63 1.15 -0.697
H 1.539444 2.021219 0.457713 -0.65 -1.39 0.67 -0.643
H 2.360734 0.237982 -0.590729 0.62 0.36 -0.22 -0.310
H -3.860629 1.340434 -4.753911 1.79 -4.12 0.44 -0.057
H -3.551660 2.739105 -4.814998 0.73 0.99 0.07 -0.054
O -4.271321 2.131962 -4.827914 -2.49 3.12 -0.46 0.174
```
Positions in Å, forces in eV/Å.

Calculated values
**Relative energy (zero: lowest compared OMol25 entry of this formula, charge and spin)**: 17.9 kcal/mol
**LUMO level (alpha / beta)**: 3.28 / 3.36 eV
**Multiplicity**: 2
**Highest occupied orbital energy (alpha / beta)**: 1.0577 / -5.0463 eV
**⟨S²⟩**: 0.750
**HOMO-LUMO gap (alpha / beta)**: 2.22 / 8.41 eV
**Total charge**: -1
**E_tot**: -8735.83831 eV

=====

# 5
ORCA calculation (ωB97M-V/def2-TZVPD) on a cluster of 2 separate species, C2H9N3O in total at a distorted geometry.

```
15
Properties=species:S:1:pos:R:3:forces:R:3:mulliken_charge:R:1
N 1.159903 -0.594813 2.393714 -0.30 1.41 -0.21 -0.617
C 1.534265 0.049536 1.076075 -0.54 -1.97 0.04 -0.391
N 0.664879 1.143177 0.667208 2.79 -0.34 0.19 -0.462
H 1.968573 -0.694479 3.002019 0.19 -0.20 -0.30 0.227
H 0.662235 0.174598 2.843976 -0.29 -0.41 0.27 0.238
H 2.595331 0.290298 1.130055 -0.12 0.78 -0.35 0.347
H 1.455672 -0.746468 0.330351 -0.02 0.04 -0.04 0.222
H -0.311827 0.940885 0.661758 -0.19 0.17 0.74 0.229
H 1.040059 1.938893 1.157733 -1.15 0.60 0.02 0.241
C -1.284635 -0.048185 -1.252007 -1.70 0.12 0.21 0.004
N -0.462315 -0.016218 -2.343864 -0.12 -0.07 0.67 -0.371
O -2.055578 -0.901769 -0.869619 0.54 -0.51 -0.90 -0.525
H -1.374364 0.894244 -0.718568 0.71 0.54 0.05 0.388
H -0.777587 -0.385137 -3.226214 0.30 -0.26 0.13 0.213
H 0.206099 0.734560 -2.296935 -0.09 0.09 -0.52 0.257
```
Positions in Å, forces in eV/Å.

Calculated values
**Relative energy (zero: lowest compared OMol25 entry of this formula, charge and spin)**: 33.8 kcal/mol
**LUMO level**: 0.97 eV
**Highest occupied orbital energy**: -9.4113 eV
**HOMO-LUMO gap**: 10.38 eV
**E_tot**: -8736.97267 eV

=====

# 6
ORCA calculation (ωB97M-V/def2-TZVPD) on a structure of composition C2H9N3O at a distorted geometry.

```
15
Properties=species:S:1:pos:R:3:forces:R:3:mulliken_charge:R:1
C -1.137727 -0.130637 0.459249 3.24 -1.48 3.28 0.298
C -0.777945 0.290877 -0.891919 -1.20 0.85 -2.06 -0.724
N 2.025373 0.772607 -1.057214 0.72 0.48 0.43 -0.372
N -1.373209 -1.490281 0.721716 -0.25 -0.85 -0.11 -0.628
N 0.193096 0.195181 1.703291 -2.09 0.22 -0.81 -0.767
O 0.959796 -0.035411 -0.733036 1.23 0.82 -0.19 -0.303
H -1.890688 0.498715 0.925280 -0.01 0.02 -0.30 0.326
H 1.839813 1.385554 -1.848554 -0.28 -0.36 -0.30 0.204
H 2.821425 0.174065 -1.271968 -0.14 0.07 0.10 0.243
H -1.295112 -1.647016 1.723407 -0.28 0.11 -0.08 0.332
H -0.664330 -2.076139 0.292932 -0.08 0.17 -0.19 0.267
H 0.472848 1.177793 1.701385 -0.17 -0.05 -0.19 0.242
H 1.052709 -0.306733 1.474461 -0.46 0.01 -0.51 0.268
H -1.731386 0.681331 -1.269430 -1.25 2.97 1.61 0.290
H -0.494664 0.510095 -1.929601 1.02 -2.98 -0.67 0.325
```
Positions in Å, forces in eV/Å.

Calculated values
**Relative energy (zero: lowest compared OMol25 entry of this formula, charge and spin)**: 246.0 kcal/mol
**LUMO level (alpha / beta)**: -1.23 / -1.23 eV
**Highest occupied orbital energy (alpha / beta)**: -7.6534 / -8.0220 eV
**HOMO-LUMO gap (alpha / beta)**: 6.43 / 6.79 eV
**E_tot**: -8727.77168 eV

=====

# 7
ORCA calculation (ωB97M-V/def2-TZVPD) on a structure of composition C2H9N3O at a distorted geometry.

```
15
Properties=species:S:1:pos:R:3:forces:R:3:mulliken_charge:R:1
C 1.578533 -0.285936 0.586705 3.12 0.93 -1.06 -0.850
C 0.322864 0.369016 0.288751 -2.24 -0.15 -0.66 0.666
N -1.954853 0.327779 -0.210319 -1.58 0.47 -0.33 -1.296
N -0.934425 -1.558928 0.776031 -0.68 5.12 5.73 -0.721
N -0.852259 -0.235504 0.220015 1.46 -1.70 0.13 0.836
O 0.368987 1.633804 -0.175661 -0.29 -0.03 1.13 -0.502
H 2.260407 -0.014723 -0.394523 -1.39 -1.15 2.32 0.202
H 1.472254 -1.371830 0.785749 0.23 0.96 -0.26 0.309
H 2.138707 0.251531 1.427684 -0.84 -0.83 -0.94 0.254
H 0.883147 1.691144 -1.978806 0.02 -0.98 -1.76 -0.204
H 0.820102 1.248586 -2.632382 0.23 0.87 0.86 0.195
H -2.749710 -0.332655 -0.026267 1.23 0.93 -0.27 0.185
H -1.743204 -1.360121 1.482317 1.87 -1.45 -1.66 0.308
H -1.064815 -2.289621 0.207322 -1.04 -2.70 -3.30 0.191
H -0.545729 1.927453 -0.356623 -0.11 -0.28 0.07 0.427
```
Positions in Å, forces in eV/Å.

Calculated values
**Relative energy (zero: lowest compared OMol25 entry of this formula, charge and spin)**: 124.9 kcal/mol
**LUMO level**: 0.88 eV
**Highest occupied orbital energy**: -7.1613 eV
**HOMO-LUMO gap**: 8.04 eV
**E_tot**: -8733.02539 eV

=====

# 8
ORCA calculation (ωB97M-V/def2-TZVPD) on a cluster of 2 separate species, C2H9N3O in total at a distorted geometry.

```
15
Properties=species:S:1:pos:R:3:forces:R:3:mulliken_charge:R:1
N 1.631657 0.415592 0.543121 -0.29 -0.86 0.02 -0.287
C 1.336509 -0.156536 1.645347 -0.22 1.87 1.34 0.084
N 0.079451 -0.626548 1.944554 -0.49 -1.85 -1.26 -0.525
H 2.265894 1.186039 0.409252 1.10 -0.81 0.25 0.216
H 1.032283 -0.081668 -0.323031 -2.24 0.62 -1.56 0.350
H 1.996344 -0.213170 2.508112 0.23 0.73 0.04 0.355
H -0.440180 -0.927968 1.117390 0.22 0.21 -0.16 0.322
H -0.540571 0.015949 2.421404 0.56 0.09 0.59 0.314
N -1.700028 1.051173 -1.450599 0.28 -0.11 -0.41 -0.659
C -1.200318 -0.353684 -1.219436 -0.83 1.60 0.16 -0.201
O 0.132721 -0.517983 -1.249848 1.58 -0.37 0.60 -0.859
H -1.152144 1.734488 -0.933327 0.04 -0.27 0.29 0.214
H -1.469957 1.276016 -2.415750 -0.12 -0.02 -0.03 0.250
H -1.699407 -0.590925 -0.249484 0.12 -0.40 -0.16 0.087
H -1.713156 -0.891114 -2.029176 0.06 -0.41 0.28 0.340
```
Positions in Å, forces in eV/Å.

Calculated values
**Relative energy (zero: lowest compared OMol25 entry of this formula, charge and spin)**: 73.7 kcal/mol
**LUMO level**: -0.46 eV
**Highest occupied orbital energy**: -7.9815 eV
**HOMO-LUMO gap**: 7.52 eV
**E_tot**: -8735.24369 eV